A cluster of 2 separate species, C3H10NO in total at a distorted geometry. Source: OMol25; level of theory: ωB97M-V/def2-TZVPD.

Cartesian coordinates (Å):
O 1.359 -1.707 0.438
C 0.145 -2.304 0.189
C -0.952 -1.332 -0.522
N -0.931 -0.134 0.109
C 0.729 2.989 0.024
H 1.282 -0.780 0.587
H 0.209 -3.139 -0.508
H -0.345 -2.634 1.109
H -1.918 -1.841 -0.541
H -0.594 -1.163 -1.554
H -1.782 0.019 0.683
H 1.187 3.458 -0.847
H -0.332 3.073 -0.230
H 0.940 3.547 0.924
H 1.004 1.949 0.138

Properties
HOMO, eV: -16.017
LUMO, eV: -9.3
Kohn-Sham gap, Eh: 0.24504
2S+1: 1
Total charge: +1